[1]
Density functional theory data (wB97M-V/def2-TZVPD) for a cluster of 2 separate species, C3H7N3O in total at a distorted geometry.

The geometry in XYZ format:
```
14
C3H7N3O | the OMol25 dataset | wB97M-V/def2-TZVPD
C -2.891 -0.230 -0.051
C 1.535 -0.348 -0.036
C -0.711 0.635 -0.017
N 2.282 -1.395 -0.008
N -0.430 1.882 0.071
N 0.193 -0.387 -0.004
O -2.822 -1.356 -0.006
H -3.474 0.678 -0.108
H 2.017 0.628 -0.110
H 3.299 -1.318 -0.041
H 1.916 -2.344 0.062
H -1.176 2.574 0.061
H 0.501 2.294 0.157
H -0.238 -1.314 0.031
```

Its LUMO energy is -9.158 eV. Its orbital gap is 9.97 eV. For the relative energy (zero: lowest compared OMol25 entry of this formula, charge and spin), the calculation gives 38.4 kcal/mol. The charge is +2. The strongest force on any atom comes out at 2.4 eV Å⁻¹.

---

[2]
Density functional theory data (wB97M-V/def2-TZVPD) for the molecule C3H7N3O2 at a distorted geometry.

The geometry in XYZ format:
```
15
C3H7N3O2 | the OMol25 dataset | wB97M-V/def2-TZVPD
C -1.615 -1.120 0.412
C -0.437 -0.413 -0.218
C 2.596 -0.087 0.343
H -1.860 -0.533 1.335
H -2.460 -0.990 -0.219
H -1.482 -2.208 0.454
H 1.593 0.279 -1.361
H 2.302 -0.420 1.315
H -0.927 2.520 0.023
H -2.089 1.598 -0.652
N 1.836 -0.472 -0.740
N -0.333 0.821 -0.519
N -1.372 1.585 0.060
O 0.686 -1.211 -0.466
O 3.562 0.651 0.234
```

Its LUMO energy is 0.767 eV. As for the structure (SMILES): C/C(=N\N)ONC=O. Its orbital gap is 10.32 eV. For the relative energy (zero: lowest compared OMol25 entry of this formula, charge and spin), the calculation gives 103.4 kcal/mol. The strongest force on any atom comes out at 2.1 eV Å⁻¹.

---

[3]
Density functional theory data (wB97M-V/def2-TZVPD) for a structure of composition C3H7N3O2 at a distorted geometry.

The geometry in XYZ format:
```
15
C3H7N3O2 | the OMol25 dataset | wB97M-V/def2-TZVPD
C -2.220 0.667 0.179
C 0.158 -0.326 0.261
C 1.445 -0.892 0.160
H -3.355 1.082 0.175
H -1.698 0.884 1.056
H -1.679 1.186 -0.683
H -2.888 -1.467 -0.997
H 0.485 0.628 1.158
H 3.356 -0.612 -0.243
H 2.677 1.896 -0.110
N -2.092 -0.758 -0.145
N -0.886 -1.223 -0.462
N 2.550 -0.114 0.384
O 1.797 -2.117 -0.071
O 2.352 1.167 -0.663
```

Its LUMO energy is -0.604 eV. Its orbital gap is 8.02 eV. For the relative energy (zero: lowest compared OMol25 entry of this formula, charge and spin), the calculation gives 240.9 kcal/mol. The strongest force on any atom comes out at 8.5 eV Å⁻¹.

---

[4]
Density functional theory data (wB97M-V/def2-TZVPD) for a structure of composition C3H7N3O2 at a distorted geometry.

The geometry in XYZ format:
```
15
C3H7N3O2 | the OMol25 dataset | wB97M-V/def2-TZVPD
C -1.275 0.083 1.252
C 0.172 -0.047 1.150
C 1.544 1.249 -0.259
H -0.967 -0.990 -0.577
H -2.307 -1.724 -0.987
H -1.838 0.653 1.999
H 0.727 -0.831 0.396
H 0.576 -0.411 2.177
H 2.555 1.887 -0.262
H 0.914 0.394 -3.122
N -1.649 -1.638 -0.093
N -2.180 -0.825 0.812
N 1.024 0.375 -1.162
O 0.914 1.194 0.975
O 1.791 0.630 -2.300
```

Its LUMO energy is 0.326 eV. Its orbital gap is 9.21 eV. For the relative energy (zero: lowest compared OMol25 entry of this formula, charge and spin), the calculation gives 195.5 kcal/mol. The strongest force on any atom comes out at 7.2 eV Å⁻¹.

---

[5]
Density functional theory data (wB97M-V/def2-TZVPD) for a structure of composition C3H7N3O2 at a distorted geometry.

The geometry in XYZ format:
```
15
C3H7N3O2 | the OMol25 dataset | wB97M-V/def2-TZVPD
C 2.148 0.224 0.652
C -0.734 -0.414 -0.358
C -0.792 0.994 -0.562
H 2.437 -0.827 1.151
H 1.064 0.791 1.164
H 3.113 0.909 0.523
H 2.133 -0.942 -0.835
H -1.810 -1.994 0.160
H -2.857 0.665 0.343
H -0.175 1.341 -1.540
N 1.552 -0.191 -0.644
N 0.478 -1.068 -0.359
N -1.884 -0.943 0.204
O -3.279 -0.523 0.067
O -1.395 1.979 0.033
```

Its LUMO energy is -0.941 eV. Its orbital gap is 7.85 eV. For the relative energy (zero: lowest compared OMol25 entry of this formula, charge and spin), the calculation gives 217.0 kcal/mol. The strongest force on any atom comes out at 7.7 eV Å⁻¹.

---

[6]
Density functional theory data (wB97M-V/def2-TZVPD) for the molecule C3H7N3O2S2 at a distorted geometry.

The geometry in XYZ format:
```
17
C3H7N3O2S2 | the OMol25 dataset | wB97M-V/def2-TZVPD
C -1.441 1.950 0.018
C -0.829 1.177 1.263
C 0.057 -1.281 0.128
N -1.914 1.493 -1.042
N 0.126 -2.607 -0.061
N 1.397 0.982 -0.919
O 2.116 -0.290 1.043
O 2.369 -1.438 -1.119
S -1.209 -0.709 1.065
S 1.749 -0.373 -0.342
H -1.371 3.090 0.039
H 0.353 1.266 1.019
H -1.102 1.410 2.198
H 0.887 -2.985 -0.535
H -0.477 -3.227 0.345
H -1.975 0.473 -1.158
H 1.266 1.070 -1.941
```

Its LUMO energy is -0.416 eV. Its orbital gap is 9.50 eV. For the relative energy (zero: lowest compared OMol25 entry of this formula, charge and spin), the calculation gives 0.0 kcal/mol. The strongest force on any atom comes out at 7.5 eV Å⁻¹.

---

[7]
Density functional theory data (wB97M-V/def2-TZVPD) for the molecule C3H7N3OS at a distorted geometry.

The geometry in XYZ format:
```
15
C3H7N3OS | the OMol25 dataset | wB97M-V/def2-TZVPD
C -2.032 -1.460 -0.650
C 0.400 1.347 -0.951
C 1.443 0.979 0.102
H -3.184 -1.042 -0.712
H -1.871 -1.822 -1.635
H -1.897 -2.077 0.373
H -0.144 -0.965 -0.066
H 0.464 2.024 -1.816
H -0.058 0.987 1.675
H 2.632 0.566 2.254
N -0.898 -0.539 -0.522
N -0.593 0.584 -1.203
N 0.976 0.449 1.239
O 1.765 -0.142 2.242
S 2.997 1.111 -0.331
```

Its LUMO energy is 0.080 eV. As for the structure (SMILES): CN/N=C\C(=S)NO. Its orbital gap is 8.30 eV. For the relative energy (zero: lowest compared OMol25 entry of this formula, charge and spin), the calculation gives 148.7 kcal/mol. The strongest force on any atom comes out at 5.4 eV Å⁻¹.

---

[8]
Density functional theory data (wB97M-V/def2-TZVPD) for a cluster of 2 separate species, C3H7N3S in total at a distorted geometry.

The geometry in XYZ format:
```
14
C3H7N3S | the OMol25 dataset | wB97M-V/def2-TZVPD
C -0.062 -1.503 0.254
C 0.891 -0.846 0.924
C -0.606 -0.720 -0.926
N 2.344 0.620 -0.566
N -0.302 0.623 -0.766
N -1.865 1.425 0.594
S 1.029 0.913 0.244
H -0.574 -2.499 0.533
H 1.411 -1.221 1.774
H 0.035 -1.163 -1.727
H -1.725 -0.910 -1.033
H 2.651 1.452 -0.995
H -1.935 2.308 0.214
H -1.291 1.519 1.476
```

Its LUMO energy (spin up / spin down) is -0.553 / -1.036 eV. Its orbital gap (spin up / spin down) is 8.38 / 7.76 eV. For the relative energy (zero: lowest compared OMol25 entry of this formula, charge and spin), the calculation gives 158.6 kcal/mol. The strongest force on any atom comes out at 4.1 eV Å⁻¹.

---

Q: The lowest relative energy (zero: lowest compared OMol25 entry of this formula, charge and spin) belongs to which entry?
A: C3H7N3O2S2